Record 1
The following is a DFT calculation (ωB97M-V/def2-TZVPD) of a structure of composition C7H16Cl2N2O3PPt at a distorted geometry.

HOMO (alpha / beta) in eV: -19.397 / -20.684
ΔE to the lowest compared entry with this formula, charge and spin in kJ/mol: 357.0
Strongest force on any atom in eV/A: 6.718
⟨S²⟩: 6.021
Gap between HOMO and LUMO (alpha / beta) in eV: 7.83 / 3.95

ORCA input file:
```
! wB97M-V def2-TZVPD RIJCOSX def2/J DEFGRID3
* xyz 3 5
C -4.012 -0.522 -0.849
C -2.484 -0.326 -0.671
H -4.640 0.352 -0.551
H -4.127 -1.200 -0.006
H -4.283 -0.916 -1.825
O -1.657 0.613 -0.622
Cl -2.212 -1.675 0.347
Pt 1.646 0.301 -0.080
P 0.943 -0.154 -2.134
C 1.739 1.065 -3.285
C 1.769 -1.809 -2.330
H -1.203 -1.437 -2.529
H -0.473 -0.826 -4.051
H -1.402 0.244 -3.011
C -0.669 -0.581 -2.992
H 1.170 -2.531 -1.736
H 1.818 -2.035 -3.418
H 1.787 0.605 -4.307
H 2.731 1.219 -2.816
H 2.729 -1.681 -1.791
H 1.140 2.004 -3.206
C 1.671 2.130 0.141
O 1.889 3.205 0.405
Cl 3.289 -0.630 1.047
N -0.327 -0.692 3.612
C 0.098 0.525 2.976
N 0.656 1.446 3.807
O -0.121 0.783 1.743
H 0.566 -0.954 4.048
H -0.220 -1.287 2.789
H 0.832 2.342 3.376
H 0.456 1.308 4.870
*
```

***

Record 2
The following is a DFT calculation (ωB97M-V/def2-TZVPD) of the ion C7H16ClN2 with charge +1 at a distorted geometry.

HOMO in eV: -13.635
ΔE to the lowest compared entry with this formula, charge and spin in kJ/mol: 335.8
Strongest force on any atom in eV/A: 6.873
Gap between HOMO and LUMO in eV: 10.57

ORCA input file:
```
! wB97M-V def2-TZVPD RIJCOSX def2/J DEFGRID3
* xyz 1 1
C -1.540 1.119 0.090
C -2.571 0.442 -0.868
C -0.065 1.247 -0.320
C -1.935 -0.765 -1.622
C 2.100 0.057 -0.516
C 2.227 -0.552 2.155
C 0.944 0.169 1.570
N 2.167 -1.020 -1.211
N 0.729 0.089 0.158
Cl -1.253 -1.946 -0.443
H -2.049 2.122 0.121
H -1.713 0.718 1.117
H -3.381 0.159 -0.201
H -3.055 1.207 -1.636
H -0.053 1.173 -1.464
H 0.329 2.242 -0.029
H -2.616 -1.573 -2.191
H -1.407 -0.365 -2.352
H 2.991 -0.319 1.401
H 2.363 -0.173 3.195
H 2.099 -1.620 2.105
H 1.009 1.273 1.788
H 0.127 -0.185 2.325
H 1.425 -1.619 -1.410
H 2.913 -1.102 -1.829
H 0.213 -0.778 0.066
*
```

***

Record 3
The following is a DFT calculation (ωB97M-V/def2-TZVPD) of a structure of composition C7H16FLiNO2S.

HOMO in eV: -13.544
Strongest force on any atom in eV/A: 0.532
Gap between HOMO and LUMO in eV: 8.99

ORCA input file:
```
! wB97M-V def2-TZVPD RIJCOSX def2/J DEFGRID3
* xyz 1 1
C 2.995 -0.664 0.681
C 1.995 -1.312 -0.277
C 1.438 -0.414 -1.410
C 1.434 1.107 -1.199
C 0.170 1.680 -0.545
C -0.339 0.929 0.695
C -1.852 1.006 0.826
N -2.575 0.133 -0.137
S -2.919 -1.391 0.179
O -3.539 -2.008 -0.920
O -3.517 -1.469 1.497
F -1.542 -2.079 0.386
H 3.633 -1.425 1.131
H 3.654 0.044 0.177
H 2.503 -0.139 1.502
H 2.472 -2.177 -0.739
H 1.167 -1.728 0.304
H 1.993 -0.631 -2.323
H 0.407 -0.726 -1.625
H 1.526 1.580 -2.178
H 2.309 1.432 -0.636
H 0.364 2.714 -0.255
H -0.622 1.735 -1.304
H -0.030 -0.116 0.668
H 0.095 1.350 1.605
H -2.178 0.749 1.836
H -2.205 2.016 0.611
H -2.198 0.219 -1.080
Li -4.636 -0.412 2.528
*
```

***

Record 4
The following is a DFT calculation (ωB97M-V/def2-TZVPD) of the molecule C7H16IP at a distorted geometry.

HOMO in eV: -8.377
ΔE to the lowest compared entry with this formula, charge and spin in kJ/mol: 10.9
Strongest force on any atom in eV/A: 4.767
Gap between HOMO and LUMO in eV: 8.88
Structure (SMILES): CCCP(I)C(C)(C)C

ORCA input file:
```
! wB97M-V def2-TZVPD RIJCOSX def2/J DEFGRID3
* xyz 0 1
C 0.875 -3.719 -0.341
C -0.300 -2.767 -0.379
C 0.089 -1.373 0.239
P -0.828 0.074 -0.715
I -2.983 0.199 0.249
C -0.152 1.671 0.006
C 1.336 1.753 -0.372
C -0.937 2.773 -0.725
C -0.357 1.787 1.562
H 1.775 -3.253 -0.815
H 1.054 -4.211 0.658
H 0.610 -4.705 -0.883
H -0.359 -2.539 -1.416
H -1.208 -3.113 -0.048
H -0.248 -1.424 1.221
H 1.229 -1.387 0.044
H 1.834 0.816 -0.099
H 1.361 2.055 -1.404
H 1.713 2.631 0.143
H -1.888 2.642 -0.493
H -0.721 2.864 -1.785
H -0.875 3.853 -0.374
H -1.284 2.299 1.594
H -0.232 0.826 2.085
H 0.494 2.247 2.049
*
```

***

Record 5
The following is a DFT calculation (ωB97M-V/def2-TZVPD) of a cluster of 2 separate species, C7H16IP in total.

HOMO (alpha / beta) in eV: -7.006 / -9.200
ΔE to the lowest compared entry with this formula, charge and spin in kJ/mol: 0.0
Strongest force on any atom in eV/A: 0.361
⟨S²⟩: 2.008
Gap between HOMO and LUMO (alpha / beta) in eV: 7.25 / 8.02

ORCA input file:
```
! wB97M-V def2-TZVPD RIJCOSX def2/J DEFGRID3
* xyz 0 3
C -0.762 -3.104 -1.450
C 2.641 2.662 -1.127
C 1.559 2.223 1.115
C -2.232 -0.604 1.125
C -1.352 -2.697 -0.106
C 1.449 2.045 -0.395
C -1.930 -1.341 -0.116
P 1.154 0.279 -0.942
I 2.856 -0.924 0.294
H -0.303 -4.086 -1.381
H -1.530 -3.138 -2.217
H 0.002 -2.390 -1.752
H 3.554 2.107 -0.916
H 2.474 2.662 -2.202
H 2.784 3.691 -0.801
H 0.805 1.631 1.634
H 1.420 3.272 1.377
H 2.542 1.911 1.466
H -3.274 -0.765 1.431
H -1.599 -0.932 1.950
H -2.117 0.469 0.980
H -0.590 -2.772 0.677
H -2.139 -3.418 0.170
H 0.534 2.550 -0.742
H -2.261 -0.926 -1.053
*
```

***

Record 6
The following is a DFT calculation (ωB97M-V/def2-TZVPD) of a structure of composition C7H16InNO5 at a distorted geometry.

HOMO in eV: -15.559
ΔE to the lowest compared entry with this formula, charge and spin in kJ/mol: 293.8
Strongest force on any atom in eV/A: 10.363
Gap between HOMO and LUMO in eV: 4.37

ORCA input file:
```
! wB97M-V def2-TZVPD RIJCOSX def2/J DEFGRID3
* xyz 2 1
In -0.306 -0.276 -1.265
O -0.851 4.732 -1.204
C -0.249 3.609 -1.388
O 0.966 3.504 -1.550
O -0.883 2.508 -1.475
H -1.816 4.562 -1.136
C -0.871 1.706 2.075
O -1.100 0.491 1.355
C -1.433 -0.616 2.101
C -1.750 -1.631 1.039
N -0.700 -1.737 -0.019
C 0.641 -2.198 0.276
C 1.511 -1.937 -0.918
O 1.508 -0.557 -1.251
C 2.538 -0.205 -2.225
H -0.530 2.494 1.409
H -0.147 1.459 2.855
H -1.750 2.159 2.547
H -2.248 -0.535 2.824
H -0.559 -0.844 2.728
H -2.664 -1.411 0.486
H -1.899 -2.634 1.459
H -1.134 -2.401 -0.667
H 0.621 -3.264 0.534
H 1.044 -1.723 1.172
H 1.235 -2.581 -1.769
H 2.508 -2.338 -0.697
H 2.506 0.877 -2.287
H 2.302 -0.705 -3.161
H 3.512 -0.508 -1.846
*
```